# C48H137N7O27

17 unconnected molecules or ions with the total composition C48H137N7O27 in a non-equilibrium geometry (the ωB97M-V functional and the def2-TZVPD basis, the OMol25 dataset).

Geometry as XYZ:
```
219
Properties=species:S:1:pos:R:3:forces:R:3:mulliken_charge:R:1
H -20.5873 -16.4310 8.7407 -0.54 0.29 -0.40 0.090
H -14.2493 -17.0051 12.4530 0.47 -0.35 0.31 -0.184
N -15.4964 -18.7143 19.9279 -0.11 -0.72 -0.99 -0.600
H -15.8265 -19.6678 19.8828 0.44 -0.73 -0.79 0.238
H -7.0580 -17.7588 13.7521 0.73 -0.39 -0.24 0.314
H -12.7021 -12.2356 11.7335 -0.01 0.02 -0.20 0.302
H -12.1487 -21.8463 11.4823 -0.37 -0.18 -0.15 0.318
C -21.4140 -18.8112 11.0736 -0.46 1.00 0.47 -0.463
H -16.8070 -16.5354 15.2616 -0.11 0.51 -0.24 -0.314
H -15.8833 -16.3340 21.4032 0.37 -0.32 -0.30 0.384
H -9.8731 -19.8584 15.8125 -0.18 -0.16 -0.37 0.202
C -8.8883 -19.8047 15.3485 -0.26 0.65 1.82 -1.815
H -21.3278 -20.8482 11.6734 1.26 -0.17 0.57 0.266
C -15.3358 -14.5776 7.2479 -0.45 -1.40 -0.40 0.345
H -18.8821 -12.6323 15.8004 -0.16 0.25 -0.43 -0.055
H -23.4058 -14.3039 9.5635 -0.21 0.06 -0.39 0.309
C -21.6143 -19.9056 12.1397 -0.91 0.81 -1.83 -0.794
C -12.4216 -11.1893 11.8551 0.90 0.38 0.81 -1.067
H -18.4906 -14.8800 11.3714 -1.12 -0.23 -0.93 0.221
O -12.0454 -18.6358 15.5020 0.01 0.78 -0.15 -0.434
H -16.4852 -19.6077 15.5365 0.98 -0.41 0.21 -0.333
H -16.6448 -20.4085 13.1843 0.29 -0.57 0.04 -0.091
H -10.3099 -15.7904 13.8956 -0.06 -0.74 0.52 0.115
C -19.8663 -17.6900 17.9909 1.26 1.46 0.21 -0.694
O -20.0528 -18.4341 10.9689 1.18 -1.10 -0.02 -0.249
H -14.0171 -19.3919 4.6586 -0.44 0.23 -0.05 0.382
C -9.3640 -17.8389 9.4099 -1.20 0.60 -1.09 -0.489
C -16.9806 -19.1904 9.9058 0.37 0.43 -1.36 1.697
O -9.0443 -18.0997 10.7251 0.12 0.14 1.27 -0.495
O -11.1896 -19.3322 4.3267 -0.93 -0.09 0.16 -0.382
H -11.9713 -17.3445 4.5878 0.62 0.12 -0.94 0.463
H -9.9466 -18.7051 9.0961 0.19 -0.10 -0.98 0.247
H -13.3574 -19.5117 16.7661 -0.06 -0.67 0.00 0.620
H -15.9884 -15.2634 7.7882 -0.62 -0.14 0.05 -0.240
O -10.6863 -8.8551 11.0887 -0.26 0.59 -1.06 -0.325
C -22.7804 -14.3948 11.3766 -0.43 0.46 -1.83 -0.490
H -10.7908 -17.9881 5.7760 0.49 0.22 -0.57 0.177
C -16.1506 -13.4132 6.7541 1.11 -0.12 0.60 -0.176
H -12.7110 -19.1155 2.7673 -0.14 0.41 0.73 0.379
H -19.8709 -18.1101 11.8541 0.59 0.17 0.05 0.163
H -21.5975 -9.8108 9.0793 -0.93 -0.06 0.82 0.256
O -15.1244 -9.9077 15.5380 -1.52 -0.44 -0.36 -0.409
O -17.4132 -14.3194 16.4157 2.40 0.85 -0.73 -0.257
H -22.6793 -20.1262 12.2121 -0.31 0.60 0.59 0.595
H -22.7366 -11.7901 3.8088 -0.85 -0.81 0.36 0.309
H -9.7589 -18.6809 10.9958 0.13 -0.41 0.90 0.325
C -17.5137 -20.1793 13.8012 0.35 0.42 0.47 0.501
H -14.8304 -13.0238 5.4143 0.16 -0.17 -0.11 0.369
H -8.7078 -20.6167 14.6440 -0.30 0.33 -0.45 0.390
H -14.8975 -17.4097 18.3583 0.53 -0.80 0.29 0.176
H -11.1649 -9.0440 12.9492 -0.34 -0.39 0.58 0.310
H -17.6791 -15.8152 9.9959 0.08 -0.38 0.31 0.071
H -17.8358 -18.5178 9.8392 -0.71 -0.77 0.16 -0.971
H -22.4161 -15.1738 12.0464 0.50 0.26 -0.18 0.303
H -9.0131 -9.3300 10.0071 0.49 0.05 0.22 0.286
H -21.5508 -12.7179 12.0672 0.11 -0.31 0.39 0.263
C -8.5615 -18.3964 14.8379 -0.78 -0.12 0.43 1.079
H -17.6144 -19.1144 13.5917 -0.13 0.43 0.62 -0.140
H -20.9491 -16.1778 6.2664 -0.23 -0.41 0.02 0.324
H -19.9647 -18.6591 9.2020 0.30 1.17 0.20 0.432
H -21.1513 -9.7798 6.8632 0.49 0.36 0.06 0.353
H -9.8568 -17.2211 16.0425 -0.20 0.15 0.26 -0.162
H -21.3754 -11.4297 4.6428 0.74 -0.26 -0.48 0.254
H -6.9464 -19.4044 14.1986 0.21 0.35 -0.52 0.226
H -20.0006 -12.6436 7.1322 -0.20 -0.07 0.16 0.296
H -16.9419 -13.8118 6.1193 -0.13 0.09 -0.02 0.122
H -18.8583 -11.3621 7.3265 -0.17 0.37 0.52 0.369
C -18.7606 -14.4559 16.7025 0.39 -2.16 -0.35 -0.430
O -20.0407 -18.3584 8.2935 -0.44 -0.13 -2.73 -0.636
C -21.8733 -13.1291 11.1106 0.09 -1.25 1.10 -0.179
C -22.2793 -12.0254 4.7698 2.54 2.17 -0.32 -0.677
C -19.9190 -16.9402 8.0463 0.92 0.02 2.44 0.865
O -20.9935 -19.5149 13.3674 -0.87 -0.40 -0.74 -0.515
O -17.2452 -20.6330 9.7075 0.39 2.13 0.45 -0.704
H -8.2689 -17.3463 16.7813 0.55 0.62 -0.37 0.338
H -13.3522 -20.9822 13.6468 0.10 -0.19 0.76 0.294
H -9.5218 -9.4513 12.7119 0.39 -0.21 -0.33 0.540
C -14.1478 -16.2057 13.1869 -0.08 0.16 -0.28 -0.947
H -17.5795 -8.7081 17.9318 -0.16 0.28 -0.63 0.222
H -9.6495 -7.7363 9.6550 -1.10 -0.43 -0.49 0.291
C -16.0834 -18.6124 8.7546 -1.74 -2.00 0.11 -0.465
H -18.8558 -14.4265 17.7880 -0.96 0.75 -0.02 0.565
H -8.1967 -20.0136 16.1647 0.21 -0.04 0.22 0.587
H -9.3206 -14.3919 13.9591 0.61 -0.02 -0.06 0.245
H -23.1625 -10.7806 7.7008 -0.36 -0.22 0.01 0.296
H -17.9170 -19.2787 18.9385 -0.05 -0.22 -0.66 0.324
C -11.9396 -19.7587 3.1905 1.18 0.10 -1.22 -0.872
H -16.4230 -17.0107 12.1155 0.30 -0.31 0.00 -0.490
O -22.8982 -11.2968 5.8015 -1.17 -0.58 0.87 -0.404
C -17.5906 -9.8274 16.1137 -0.91 1.90 -0.02 2.061
H -17.4680 -14.0692 10.1564 -0.19 -0.05 -0.08 0.069
H -15.2413 -16.5628 15.6199 0.03 -0.26 0.41 -0.214
C -10.5072 -9.5781 12.2634 -0.48 0.55 1.52 -0.957
H -18.1878 -20.7033 9.5399 -0.08 -0.11 -0.01 0.393
C -19.9422 -16.4084 6.6144 -0.42 -1.30 -0.16 -0.699
C -17.6312 -14.9935 10.7106 0.03 0.92 1.17 -0.424
H -12.8637 -18.9334 11.9209 -0.33 0.05 -0.31 -0.144
N -13.0227 -17.3251 7.0575 0.69 -1.23 -0.14 -0.209
H -14.7632 -17.9146 5.5170 0.63 0.62 -1.22 0.257
H -19.1849 -14.3457 14.1309 0.09 -0.11 -0.63 0.236
H -10.0314 -15.2451 8.0823 -0.17 0.13 -0.66 0.346
O -19.9564 -13.8980 14.4855 1.11 -0.46 1.16 -0.430
O -10.6559 -15.9742 8.0870 0.84 -0.59 0.13 -0.635
H -15.0322 -10.5758 13.5920 0.57 -0.01 -0.15 0.324
H -13.2425 -18.0053 7.7709 -0.96 1.15 1.25 -0.272
H -20.2843 -16.7006 17.8051 -0.01 0.02 -0.22 0.215
C -15.4870 -15.8270 13.7354 -2.64 -1.53 0.13 0.827
O -8.5446 -15.8117 15.2287 -0.55 -1.63 2.32 -0.492
C -18.9787 -9.1920 15.8088 0.63 -0.84 -0.43 -1.507
H -18.9427 -16.6589 8.4412 0.42 0.23 -0.22 -0.493
H -17.1441 -22.2642 16.0297 0.01 0.11 -0.11 0.388
H -14.9586 -18.7944 20.7790 0.23 0.72 0.30 0.236
H -20.1287 -9.6934 9.0861 1.13 -0.39 -0.54 0.264
H -21.8523 -13.0157 4.9283 -1.06 -0.44 0.32 0.255
H -12.2086 -19.0321 14.6430 0.01 -0.24 -0.17 0.218
C -10.3518 -16.6118 9.3487 0.46 0.37 -0.34 0.123
O -14.8237 -15.2692 6.0984 -0.48 0.92 0.49 -0.524
C -19.8354 -11.5913 6.9011 -0.49 0.45 0.49 -1.522
H -17.0451 -18.5439 21.1094 -1.59 0.47 -0.02 0.593
H -12.1899 -16.8740 7.4084 0.48 0.17 -0.31 0.178
H -9.1567 -18.2865 13.9314 -0.69 0.60 0.01 -0.108
H -21.8307 -19.0817 10.1034 0.31 -0.34 -0.02 0.513
H -18.9195 -15.5038 16.4481 -1.10 -0.27 -0.08 0.083
H -17.7902 -10.8990 16.1139 0.82 -0.17 -1.17 -1.029
H -16.2188 -8.2059 15.7888 0.01 -0.06 0.43 0.293
H -14.5455 -14.4320 7.9844 0.28 0.98 -0.21 0.381
H -16.4641 -8.9162 14.2906 -0.44 -0.71 -0.42 0.413
C -12.0679 -20.7758 11.2933 1.72 -0.56 -0.65 -0.407
H -8.4316 -17.7534 8.8520 -0.25 0.33 -0.33 0.302
C -10.8788 -11.0365 12.1055 -0.60 -0.04 -0.18 0.580
O -18.6315 -20.8538 13.3013 0.06 -0.88 0.00 -0.602
H -17.9538 -20.3146 15.9879 -0.50 -0.08 -0.22 0.383
H -12.8952 -10.5541 11.1066 0.45 -0.13 -0.33 0.450
N -10.4852 -11.8637 13.2995 0.19 1.19 -1.81 -0.679
H -19.4734 -17.1713 5.9929 -0.28 -0.31 -0.19 0.340
C -22.4545 -11.3857 7.1344 1.43 0.95 1.21 -0.684
H -10.2806 -11.2979 11.2325 -0.06 -0.77 -0.03 0.214
H -13.5118 -16.3962 14.0515 0.40 -0.43 -0.32 0.378
H -19.3333 -17.9992 17.0918 -0.52 -0.44 -0.26 0.267
H -14.1904 -18.6542 15.5799 0.16 0.99 -0.40 0.109
C -13.2779 -18.6002 16.1737 0.13 -1.11 2.68 -0.229
H -11.3211 -16.9429 9.7216 0.10 0.02 0.43 -0.133
H -16.4373 -9.8454 17.7402 0.12 -0.10 0.30 0.238
H -12.1379 -20.5781 10.2237 -0.15 -0.10 -0.06 0.245
H -16.5694 -12.9359 7.6400 -0.18 0.40 -0.24 0.128
O -15.3093 -12.5006 6.0612 -0.53 0.32 0.15 -0.584
H -17.3762 -15.9655 20.6122 -0.26 -0.16 0.17 0.360
H -14.7258 -19.2671 6.2800 0.43 -0.95 0.24 0.060
H -21.7120 -19.5737 14.0014 0.34 0.11 0.48 0.247
O -10.7383 -20.4011 11.6896 -0.35 0.29 -0.41 -0.541
H -14.2952 -15.9552 6.5129 0.89 -0.95 -0.30 0.293
H -15.2664 -14.8302 14.1173 -1.33 0.57 -0.25 0.276
H -16.3515 -17.5946 8.4712 0.28 0.13 0.35 0.039
H -10.8385 -20.2469 12.6318 0.42 -0.02 0.49 0.256
C -19.5193 -13.5167 15.8051 -1.54 0.99 0.99 -0.147
H -12.5255 -16.7779 16.8834 -0.19 0.59 0.19 0.180
C -15.0485 -10.9828 14.6030 0.25 -0.20 -0.05 -0.566
H -19.1974 -14.9823 5.5720 0.09 0.09 -0.03 0.252
O -12.8164 -20.2076 13.4610 -0.42 -0.45 -0.46 -0.553
C -13.0418 -19.9994 12.0624 -0.58 0.85 0.53 0.165
H -19.6939 -9.7076 16.4498 -0.06 -0.03 -0.05 0.436
C -21.0489 -10.6863 7.4599 1.61 -1.55 -2.17 0.592
H -9.9524 -15.7686 9.9123 0.00 -0.56 0.94 0.478
H -8.8805 -7.8064 11.0422 0.49 -0.73 0.91 0.319
H -16.3086 -19.2602 7.9074 -0.58 0.18 -0.38 0.397
O -19.1770 -15.2303 6.4992 0.34 0.45 0.66 -0.342
H -11.0111 -11.4781 14.0707 -0.19 -0.39 0.34 0.267
H -16.0325 -16.0728 19.5896 0.63 -0.02 0.17 0.201
H -12.8288 -10.8468 12.8064 -0.36 -0.13 0.10 0.081
C -16.6491 -16.0698 12.6171 1.69 1.14 0.50 0.006
C -17.1237 -20.4578 15.2962 -1.45 1.15 -1.47 -0.029
H -19.3412 -20.2375 13.1064 0.05 0.00 0.40 0.359
O -14.7341 -18.7327 8.9715 2.19 0.49 0.85 -0.394
N -17.3913 -9.6064 17.5103 0.88 -0.63 1.95 -0.753
O -18.8418 -17.4266 18.9810 -1.29 -0.05 0.75 -0.380
H -12.8410 -17.7906 18.2868 1.03 -1.03 -0.49 0.399
C -17.6850 -18.2137 18.9439 0.49 0.14 0.99 0.120
H -19.2316 -9.4075 14.7707 -0.24 0.33 -0.04 0.353
C -12.7416 -18.4569 6.1192 0.19 -0.32 -0.61 0.897
N -20.8090 -10.4188 8.9098 -1.82 0.16 -0.92 -0.766
H -11.1874 -19.7984 2.4026 0.08 0.01 -0.28 0.296
H -19.6014 -11.5624 5.8369 -0.66 0.34 -0.15 0.398
H -20.4466 -13.2668 16.3206 -0.06 0.23 -0.03 0.390
H -12.3100 -20.7838 3.1971 -0.23 0.00 0.91 0.314
O -22.6094 -12.1476 10.4642 -1.37 0.20 -0.64 -0.624
H -16.8372 -14.4313 17.1755 -0.15 -0.07 0.06 0.127
H -22.0328 -11.7331 9.8183 0.34 0.35 -0.04 0.344
H -21.7627 -17.7948 11.2564 -1.78 -0.45 0.72 0.243
H -17.6582 -16.2183 13.0014 -0.30 0.35 0.64 0.459
C -8.7872 -17.1751 15.8378 -1.68 -0.15 -2.31 -0.064
C -16.7749 -18.0320 20.1858 1.00 1.95 1.29 -0.235
C -16.4481 -16.5240 20.4906 -1.57 -0.59 -0.61 -1.218
H -15.8400 -11.7304 14.5519 -0.87 0.34 0.72 0.153
H -22.4069 -12.3780 7.5829 -0.31 -0.46 -0.41 0.439
H -10.8263 -12.7804 13.0474 -0.12 -0.29 0.63 0.187
H -14.4636 -19.6518 9.0323 -0.36 -0.19 -0.03 0.254
C -9.5126 -8.4686 10.4506 0.61 0.71 -0.73 -0.766
C -14.0872 -18.7690 5.5504 -1.27 -0.70 0.08 -1.074
H -14.0577 -20.3002 11.8061 -0.17 0.34 -0.11 0.280
H -20.9713 -13.2951 10.5217 0.10 -0.76 0.06 0.286
O -14.4268 -16.9644 17.6500 -1.95 1.91 -1.07 -0.556
C -13.2129 -17.5140 17.3003 0.50 -0.42 -0.50 -0.690
H -12.4055 -19.3275 6.6823 0.10 -0.30 0.27 0.264
C -9.2748 -15.4783 14.0350 1.46 -0.79 0.40 -0.330
N -7.2114 -18.4649 14.4578 1.82 0.65 -0.15 -0.679
H -14.2020 -11.6178 14.8643 0.46 0.53 -0.25 0.291
N -15.8973 -16.7377 14.8721 1.00 0.16 -1.11 0.324
O -16.6007 -21.7459 15.4317 0.78 -0.33 0.19 -0.513
H -13.7750 -15.3217 12.6696 0.26 -0.11 -0.15 0.251
H -20.7392 -18.2753 18.2798 0.58 -0.74 0.34 0.282
H -8.5719 -15.9827 13.3720 -0.90 0.64 -1.58 0.217
C -11.6085 -18.2361 5.0992 -1.14 0.80 1.42 -0.799
H -16.5471 -18.9736 10.8820 0.27 -0.49 0.09 -0.464
O -16.6161 -15.0136 11.6868 1.41 -0.20 -0.12 -0.440
C -16.3671 -9.1888 15.3415 0.10 -0.32 0.44 -0.966
H -19.0703 -8.1326 16.0481 0.34 0.09 -0.23 0.394
H -23.7232 -14.0337 11.7874 0.10 0.27 0.37 0.355
H -17.0887 -17.8503 18.1070 0.26 -0.62 -0.46 0.091
O -23.1848 -15.0626 10.1085 0.97 0.66 1.39 -0.567
```
Forces are in eV/Å.

Summary:
- Orbital gap: 8.246 eV
- Energy relative to the best compared isomer or geometry (same formula, charge and spin): 230.5 kcal/mol
- DFT total energy: -4325.16142 hartree
- LUMO: -0.1 eV